Formula: C20H45CuNO8PSSi
Source: the OMol25 dataset
Level of theory: wB97M-V/def2-TZVPD

**LUMO energy (alpha / beta)**: -5.7 / -5.7 eV
**Frontier orbital gap (alpha / beta)**: 6.42 / 6.28 eV
**Electronic energy**: -4115.2848 a.u.
**Energy relative to the best compared isomer or geometry (same formula, charge and spin)**: 46.4 kJ/mol

```
! wB97M-V def2-TZVPD RIJCOSX def2/J DEFGRID3
* xyz 1 2
Cu -1.331 0.626 -0.650
S -1.489 2.669 0.064
P -2.458 -2.409 -0.922
Si 0.624 2.518 -0.049
O -2.295 -0.895 -1.318
O -1.450 -3.102 -1.887
O -4.848 -0.846 -2.003
O 1.456 2.930 1.264
O -3.884 -2.792 -1.029
O 1.297 3.180 -1.355
O -1.804 -2.585 0.500
O 0.615 0.844 -0.326
N -4.166 -0.048 -1.792
C -0.813 -4.786 -3.419
C 1.717 4.729 -3.094
C 1.497 -1.371 -0.183
C -2.462 -2.422 1.807
C -1.087 -4.540 -1.947
C 0.308 3.840 3.176
C -1.306 -2.345 2.789
C 0.685 1.365 2.963
C 1.736 4.549 -1.587
C -3.333 -3.640 2.057
C 3.029 0.572 -0.555
C 1.253 2.751 2.690
C 0.773 5.514 -0.910
C 3.145 4.694 -1.032
C 1.675 -0.035 -0.879
C -3.275 -1.136 1.827
C 1.434 -0.134 -2.374
C -2.227 -5.407 -1.445
C 2.629 2.903 3.315
C 0.166 -4.715 -1.109
H -2.727 -4.547 2.038
H 3.161 1.538 -1.038
H -1.948 -6.453 -1.571
H 0.456 -0.581 -2.577
H -4.116 -3.718 1.304
H -0.025 -4.466 -0.065
H 3.153 0.690 0.522
H 3.045 3.883 3.077
H 0.706 4.596 -3.480
H -0.243 5.367 -1.281
H -4.109 -1.190 1.124
H -3.690 -0.986 2.823
H -0.672 3.741 2.709
H 3.156 4.503 0.042
H 0.780 5.377 0.175
H 1.350 0.594 2.569
H 2.191 -0.772 -2.832
H 2.255 -2.072 -0.536
H 2.373 4.000 -3.570
H 3.820 3.992 -1.522
H 2.062 5.729 -3.360
H 1.611 -1.259 0.896
H 0.968 -4.079 -1.485
H 0.515 -1.800 -0.390
H 0.715 4.824 2.938
H -2.648 -0.269 1.600
H -0.480 -5.814 -3.565
H -2.424 -5.238 -0.386
H 2.566 2.807 4.399
H 3.308 2.137 2.937
H 3.516 5.704 -1.210
H 1.068 6.543 -1.116
H -1.688 -2.264 3.807
H -1.715 -4.626 -4.008
H 0.183 3.773 4.257
H -0.684 -1.473 2.580
H -0.302 1.253 2.508
H 1.486 0.854 -2.833
H -0.033 -4.114 -3.778
H 0.581 1.212 4.038
H -0.689 -3.241 2.720
H 3.806 -0.102 -0.917
H -3.795 -3.562 3.041
H -3.142 -5.219 -2.004
H 0.496 -5.753 -1.163
*
```

=====

Formula: C43H60FN4OP2S
Source: the OMol25 dataset
Level of theory: wB97M-V/def2-TZVPD

**LUMO energy**: -4.4 eV
**Frontier orbital gap**: 6.33 eV
**Electronic energy**: -3148.7420 a.u.

```
! wB97M-V def2-TZVPD RIJCOSX def2/J DEFGRID3
* xyz 1 1
S -5.324 0.934 2.021
P 0.020 0.264 1.154
P -3.358 0.847 2.234
F -3.213 2.190 4.732
O 3.777 0.322 3.425
N -2.700 2.497 2.325
N -0.914 3.700 1.127
N -4.566 6.747 -0.226
N -0.135 1.637 2.254
C 7.145 3.691 1.804
C -0.680 -1.370 1.840
C 5.807 2.338 -0.236
C -2.027 4.659 0.724
C -1.249 2.590 1.914
C -4.389 4.084 3.534
C 2.385 -0.048 3.850
C 2.448 5.771 0.783
C -2.689 -5.328 -1.170
C -2.999 3.193 3.631
C -1.465 -7.363 -1.612
C -2.356 -8.073 -0.808
C -3.678 6.900 0.959
C -4.143 5.489 -0.900
C -1.630 -5.989 -1.790
C 0.484 3.510 -0.984
C 2.477 -6.524 -2.609
C 1.538 -0.179 -1.233
C 0.471 4.013 0.612
C -3.418 -7.413 -0.190
C 3.875 -4.266 -1.754
C -3.200 -4.886 -5.921
C -3.586 -6.040 -0.373
C 7.188 2.522 -0.309
C -4.253 -2.391 -5.249
C 1.765 0.075 0.401
C -3.481 -3.955 -6.922
C 3.468 -5.969 -3.419
C -1.493 -2.296 0.756
C -0.030 1.299 3.712
C -3.967 -3.321 -4.249
C 4.163 -4.838 -2.993
C -3.004 4.416 -0.555
C -2.452 6.024 1.503
C 7.857 3.197 0.711
C -3.439 -4.567 -4.585
C 0.795 5.653 0.554
C 2.186 -5.951 -1.371
C 5.764 3.515 1.873
C -4.005 -2.708 -6.585
C 1.596 1.368 4.091
C 2.888 -4.825 -0.941
C 5.095 2.837 0.855
H 0.206 4.379 -1.719
H -3.103 0.016 3.384
H -3.214 -5.290 -3.805
H 2.127 0.671 -1.791
H 3.015 5.290 -0.127
H -4.156 -3.073 -3.208
H -2.866 3.455 -1.223
H -2.528 -2.687 1.204
H -2.816 -4.257 -1.308
H 0.330 6.225 1.493
H 1.891 -1.242 -1.586
H 2.013 2.277 3.463
H -2.081 3.876 3.905
H -4.667 -1.422 -4.988
H 1.531 3.031 -1.271
H 7.742 2.139 -1.162
H -1.408 -1.216 2.760
H 5.287 1.806 -1.028
H 1.412 -6.382 -0.741
H 1.864 -0.793 3.115
H 4.931 -4.401 -3.626
H -3.940 7.863 1.619
H 2.760 5.134 1.742
H -4.785 5.245 -1.880
H -2.224 -9.143 -0.663
H 0.498 6.142 -0.466
H -0.933 -5.435 -2.413
H -2.873 0.248 0.988
H 2.786 6.877 1.026
H -0.642 -7.880 -2.098
H -0.543 0.308 4.056
H -4.222 -1.981 -7.365
H 8.934 3.337 0.655
H 4.018 2.698 0.910
H -4.114 -7.967 0.434
H -3.290 -4.202 -7.963
H 1.639 1.711 5.230
H 7.667 4.215 2.600
H -0.519 2.163 4.375
H 3.755 1.128 2.830
H 2.379 -0.852 0.836
H 3.697 -6.417 -4.382
H 0.222 -2.024 2.270
H -4.146 5.230 3.733
H -4.767 4.045 2.404
H 2.665 -4.383 0.026
H -0.369 2.683 -1.086
H -1.858 6.359 2.462
H -2.795 -5.860 -6.184
H 1.932 -7.403 -2.942
H -4.414 -5.525 0.106
H -5.230 3.702 4.257
H 2.530 -0.532 4.931
H -0.869 -3.290 0.538
H 4.418 -3.386 -1.421
H -1.638 -1.677 -0.238
H 2.452 1.043 0.503
H 1.354 3.550 1.223
H 0.394 -0.013 -1.510
H 5.208 3.905 2.722
*
```

=====

Formula: C2H4N3S2
Source: the OMol25 dataset
Level of theory: wB97M-V/def2-TZVPD

**LUMO energy (alpha / beta)**: -8.0 / -6.3 eV
**Frontier orbital gap (alpha / beta)**: 5.83 / 7.35 eV
**Electronic energy**: -1038.7843 a.u.
**Energy relative to the best compared isomer or geometry (same formula, charge and spin)**: 219.0 kJ/mol

```
! wB97M-V def2-TZVPD RIJCOSX def2/J DEFGRID3
* xyz 1 1
S -3.745 -1.080 0.451
S 0.250 2.739 0.221
N 0.540 1.011 0.125
N 1.720 0.383 0.226
N 0.163 -1.140 0.102
C 1.513 -0.861 0.132
C -0.438 0.059 0.115
H -2.870 -0.899 -0.571
H 0.924 3.281 -0.842
H 2.252 -1.578 0.232
H -0.309 -1.915 -0.191
*
```

=====

Formula: C11H38N10O11
Source: the OMol25 dataset
Level of theory: wB97M-V/def2-TZVPD

**LUMO energy**: 0.1 eV
**Frontier orbital gap**: 9.29 eV
**Electronic energy**: -1817.1015 a.u.
**Energy relative to the best compared isomer or geometry (same formula, charge and spin)**: 473.1 kJ/mol
**SMILES**: NC(N)=O.NC(N)=O.NC(N)=O.NC(N)=O.NC(N)=O.OCCO.OCCO.OCCO

```
! wB97M-V def2-TZVPD RIJCOSX def2/J DEFGRID3
* xyz 0 1
O 1.270 7.270 2.955
O 4.251 -1.326 -2.393
O -5.327 0.269 -4.706
O -1.838 5.439 -5.115
O 1.074 5.168 5.152
O -1.716 -2.247 -0.872
O 0.120 0.121 -0.853
O -5.437 -5.202 -1.424
O 5.913 2.555 -0.175
O 4.762 -3.988 -0.047
O -1.135 -0.482 5.531
N -0.278 5.137 -3.541
N -4.916 -7.341 -1.639
N -5.041 -1.718 -4.073
N 0.088 -2.310 5.150
N -1.290 3.450 -4.327
N 5.148 1.286 1.495
N 1.070 -0.704 6.172
N -5.481 -0.202 -2.574
N 7.005 2.292 1.767
N -6.947 -6.668 -2.186
C -1.508 -1.384 0.168
C -1.154 4.724 -4.395
C -1.216 0.047 -0.432
C 5.007 -2.293 -1.728
C 6.048 2.016 0.942
C 4.048 -3.239 -0.962
C -0.069 -1.084 5.618
C 1.587 5.919 2.925
C 0.628 5.007 3.796
C -5.744 -6.344 -1.708
C -5.272 -0.487 -3.816
H -5.061 -1.854 -5.074
H 5.321 -4.656 -0.451
H 2.558 5.890 3.420
H 4.835 -0.603 -2.636
H -2.482 -1.457 0.650
H 3.287 -2.650 -0.451
H -7.103 -7.602 -2.537
H 7.725 2.946 1.495
H -1.327 0.726 0.413
H 5.158 1.058 2.478
H -7.534 -5.919 -2.524
H 1.781 -1.406 6.317
H -2.529 -2.738 -0.729
H -0.664 -1.751 0.753
H -5.581 -0.977 -1.934
H -5.692 0.774 -2.420
H 5.661 -2.927 -2.327
H -2.007 3.068 -4.927
H -0.865 2.955 -3.556
H -1.799 0.321 -1.312
H -0.737 -2.741 4.758
H 0.061 4.521 -2.815
H -5.280 -8.263 -1.830
H 0.627 3.976 3.442
H 3.521 -3.929 -1.621
H 1.230 6.090 5.365
H 1.553 5.684 1.862
H -3.972 -7.207 -1.304
H 0.321 -0.386 -1.643
H 0.991 -2.595 4.799
H -4.877 -2.428 -3.375
H 1.055 0.012 6.885
H 7.147 1.731 2.595
H 5.620 -1.601 -1.151
H 4.315 0.950 1.033
H -0.311 5.507 3.558
H 1.369 7.718 3.798
H 0.036 6.081 -3.711
*
```

=====

Formula: CH2I3P
Source: the OMol25 dataset
Level of theory: wB97M-V/def2-TZVPD

**LUMO energy**: -1.4 eV
**Frontier orbital gap**: 7.17 eV
**Electronic energy**: -1273.5911 a.u.
**Energy relative to the best compared isomer or geometry (same formula, charge and spin)**: 271.1 kJ/mol

```
! wB97M-V def2-TZVPD RIJCOSX def2/J DEFGRID3
* xyz 0 1
I -4.984 1.150 -0.685
I -4.714 -1.274 1.761
I -1.709 -1.621 -1.290
P -0.790 0.227 -0.069
C -5.929 0.035 0.741
H 0.184 -0.645 0.812
H 0.032 0.523 -1.035
*
```

=====

Formula: C50H39Cl5NNiOP2
Source: the OMol25 dataset
Level of theory: wB97M-V/def2-TZVPD

**LUMO energy**: 2.4 eV
**Frontier orbital gap**: 7.01 eV
**Electronic energy**: -6550.8190 a.u.
**Energy relative to the best compared isomer or geometry (same formula, charge and spin)**: 0.0 kJ/mol

```
! wB97M-V def2-TZVPD RIJCOSX def2/J DEFGRID3
* xyz -1 1
Ni -0.781 0.950 -0.073
Cl -3.427 2.744 -0.566
Cl -3.429 5.830 -0.840
Cl -0.768 7.427 -0.615
Cl 1.912 2.808 0.172
Cl 1.907 5.911 -0.094
P 1.302 -0.603 1.968
P -0.854 0.793 -2.469
O 2.125 -0.230 -1.302
N -0.984 -0.973 -0.237
C -1.640 2.119 -3.453
C -1.956 4.989 -0.514
C 1.915 1.128 4.046
C 0.423 5.029 -0.190
C 2.727 -1.774 1.963
C 3.098 -2.323 -1.723
C -1.704 1.029 1.600
C 5.097 -2.135 2.315
C -2.720 1.885 -4.300
C -1.288 1.830 2.669
C 3.980 -1.318 2.379
C 0.398 3.642 -0.052
C 1.494 0.786 6.387
C 3.757 -3.887 1.378
C 1.785 -4.339 -1.732
C 2.271 0.710 -5.100
C -1.603 -1.504 -1.333
C -0.761 2.878 -0.129
C -1.929 3.605 -0.368
C -0.695 -2.005 0.604
C 0.872 -0.897 4.785
C -1.111 -3.200 0.038
C -2.827 0.223 1.825
C -0.129 -1.770 1.971
C 2.881 -5.049 -2.209
C -0.767 5.710 -0.422
C -3.302 2.928 -5.006
C -1.731 4.464 -4.038
C -2.096 -0.555 -2.388
C -3.489 0.213 3.046
C -1.153 3.420 -3.330
C -2.810 4.219 -4.874
C 1.325 1.099 -4.170
C 4.496 -0.172 -1.372
C -1.693 -2.879 -1.216
C 1.891 -2.979 -1.498
C 4.991 -3.426 1.809
C -3.038 1.001 4.099
C 1.307 -1.484 -5.161
C 0.356 -1.091 -4.224
C 0.932 -0.450 6.096
C 0.353 0.203 -3.720
C 2.634 -3.071 1.459
C 3.152 -0.850 -1.451
C 4.087 -4.398 -2.438
C -1.930 1.811 3.904
C 1.990 1.574 5.359
C 2.266 -0.589 -5.601
C 4.197 -3.038 -2.183
C 1.364 -0.115 3.742
H 4.950 -0.145 -2.366
H -3.118 0.884 -4.405
H 4.352 0.845 -1.016
H 0.843 -4.837 -1.539
H 6.056 -1.762 2.654
H 1.537 1.137 7.411
H 1.352 2.106 -3.770
H -1.555 2.428 4.714
H 1.308 -2.505 -5.523
H 0.432 -1.864 4.573
H -4.356 -0.426 3.181
H -1.352 5.471 -3.915
H -3.185 -0.430 1.035
H -0.333 3.623 -2.651
H 1.044 -2.416 -1.122
H 2.798 -6.113 -2.398
H 3.012 -0.899 -6.322
H -0.423 2.475 2.548
H -3.029 -0.073 -2.074
H 2.418 2.546 5.575
H 4.079 -0.310 2.766
H -2.137 -3.558 -1.930
H -2.280 -1.048 -3.344
H -0.888 -1.298 2.604
H -3.275 5.035 -5.414
H 2.266 1.761 3.238
H 3.020 1.419 -5.434
H 3.661 -4.883 0.961
H 5.864 -4.064 1.750
H -3.545 0.983 5.057
H -0.361 -1.818 -3.865
H -1.013 -4.180 0.482
H 0.536 -1.066 6.894
H 5.141 -2.537 -2.353
H 0.137 -2.724 2.433
H 4.942 -4.952 -2.806
H 5.166 -0.714 -0.703
H 1.684 -3.444 1.097
H -4.148 2.733 -5.653
*
```

=====

Formula: C7H12
Source: the OMol25 dataset
Level of theory: wB97M-V/def2-TZVPD

**LUMO energy**: 1.1 eV
**Frontier orbital gap**: 9.46 eV
**Electronic energy**: -273.8394 a.u.
**Energy relative to the best compared isomer or geometry (same formula, charge and spin)**: 181.6 kJ/mol
**SMILES**: C=C(C)C(=C)CC

```
! wB97M-V def2-TZVPD RIJCOSX def2/J DEFGRID3
* xyz 0 1
C -0.070 -0.523 1.948
C 0.142 -0.272 0.649
C -0.295 0.996 0.009
C 0.954 -1.284 -0.192
C 0.045 -1.931 -1.207
C 0.632 1.743 -0.938
C -1.545 1.463 0.160
H -0.668 -1.222 -1.671
H 1.294 -2.080 0.466
H 0.016 2.469 -1.451
H 0.998 0.998 -1.652
H 1.756 -0.626 -0.502
H 1.504 2.100 -0.391
H -0.561 0.040 2.730
H 0.488 -1.383 2.306
H -0.707 -2.552 -0.702
H 0.477 -2.534 -2.012
H -2.145 1.359 1.061
H -2.004 2.065 -0.628
*
```

=====

Formula: C5H6OSi
Source: the OMol25 dataset
Level of theory: wB97M-V/def2-TZVPD

**LUMO energy**: 0.4 eV
**Frontier orbital gap**: 8.75 eV
**Electronic energy**: -558.6410 a.u.
**Energy relative to the best compared isomer or geometry (same formula, charge and spin)**: 160.8 kJ/mol

```
! wB97M-V def2-TZVPD RIJCOSX def2/J DEFGRID3
* xyz 0 1
Si 0.543 0.552 0.931
O -1.567 -1.408 -0.837
C -1.366 -1.211 0.530
C 2.795 -0.459 -0.835
C 0.082 2.193 0.286
C 1.923 -0.077 -0.115
C 0.021 3.384 0.134
H -0.076 4.374 0.037
H -0.883 -2.127 0.912
H -2.262 -0.981 1.064
H 1.008 0.416 2.243
H -1.720 -0.553 -1.256
H 3.532 -0.843 -1.633
*
```

=====

no.,molar mass (g mol⁻¹)
1,582.25
2,761.99
3,134.21
4,486.48
5,425.71
6,967.77
7,96.17
8,110.19